{"formula": "C26H38IN4O12P2", "method": "the ωB97M-V functional and the def2-TZVPD basis", "symbols": ["C", "C", "O", "C", "C", "N", "C", "O", "C", "N", "C", "I", "P", "N", "C", "O", "N", "O", "O", "C", "O", "C", "C", "C", "C", "C", "C", "C", "C", "C", "P", "O", "O", "C", "C", "O", "C", "C", "C", "C", "O", "O", "C", "C", "O", "H", "H", "H", "H", "H", "H", "H", "H", "H", "H", "H", "H", "H", "H", "H", "H", "H", "H", "H", "H", "H", "H", "H", "H", "H", "H", "H", "H", "H", "H", "H", "H", "H", "H", "H", "H", "H", "H"], "positions_angstrom": [[-4.76024, 1.19375, 2.58728], [-3.71727, -0.03311, 2.79550], [-2.44025, 0.21069, 2.11201], [-2.05263, -1.02914, 1.46179], [-0.48014, -1.14481, 1.17991], [0.06687, -0.12976, 0.21872], [0.93454, 1.01971, 0.71655], [1.52178, 0.94899, 2.03351], [0.87186, 1.79758, 2.95162], [0.13344, 2.50297, 3.58978], [1.81179, 1.60553, -0.52357], [2.10092, 3.78073, -0.44281], [3.70242, 1.14423, -0.57890], [4.59258, 2.37827, -1.13541], [0.88758, 0.95686, -1.72102], [1.95299, 0.88661, -2.76526], [1.32460, 0.46362, -3.92890], [2.15583, -0.05376, -4.60532], [-0.05532, 1.71841, -2.43386], [-1.07273, 2.41606, -1.79391], [-2.16063, 1.96113, -1.30675], [-1.10219, 4.03816, -1.76308], [-1.36066, 4.62434, -0.32065], [-1.37822, 6.15008, -0.05075], [-1.10908, 7.08213, -1.27216], [-0.87444, 6.49268, -2.71461], [-0.85748, 4.94075, -2.99370], [0.54295, -0.55661, -1.16875], [1.76824, -1.64387, -1.18521], [2.55123, -1.88263, 0.17771], [2.58255, -3.73245, 0.67758], [3.19005, -4.53367, -0.47910], [3.46564, -3.96152, 2.14173], [4.69002, -3.16945, 2.14017], [4.44303, -1.86840, 3.07430], [1.00919, -4.33234, 0.99036], [0.90602, -4.90996, 2.32910], [-0.56705, -5.53636, 2.62722], [-0.49616, -1.45948, -2.02890], [-1.80865, -0.80364, -2.58635], [-1.74960, -0.30686, -3.75742], [-3.09788, -0.75585, -1.97223], [-4.09596, -0.69042, -3.03520], [-4.70788, 0.69044, -3.59759], [-4.50268, -1.74019, -3.60441], [-5.62785, 0.99302, 3.32361], [-5.19673, 1.05457, 1.53112], [-4.27151, 2.21228, 2.74444], [-4.26281, -0.96642, 2.39650], [-3.56092, -0.22836, 3.92664], [-2.32192, -1.89381, 2.16841], [-2.65773, -1.17405, 0.50252], [0.03643, -1.16792, 2.20613], [-0.30024, -2.18897, 0.72259], [-0.81400, 0.40416, -0.00185], [0.16794, 1.88138, 0.84759], [3.97528, 0.03651, -1.43651], [4.06790, 0.75910, 0.74910], [5.11098, 2.07191, -1.97603], [-1.52713, 3.90888, 0.56812], [-1.57679, 6.50841, 1.01424], [-1.08831, 8.21444, -1.06125], [-0.67873, 7.25663, -3.53530], [-0.65019, 4.49650, -4.03009], [1.38666, -2.70116, -1.47985], [2.54853, -1.41624, -1.99936], [3.66405, -1.61406, 0.00012], [2.23174, -1.31117, 1.10458], [5.04375, -2.90441, 1.08743], [5.50803, -3.81103, 2.62611], [3.30702, -1.78503, 3.21634], [4.89436, -2.08896, 4.10343], [4.89679, -0.91412, 2.63642], [1.06905, -4.11014, 3.13212], [1.64990, -5.78974, 2.42562], [-1.15480, -5.76416, 1.67338], [-1.17698, -4.89054, 3.35683], [-0.40525, -6.54535, 3.17062], [0.10659, -1.82526, -2.94655], [-0.78095, -2.38154, -1.39095], [-5.81388, 0.83073, -3.36735], [-4.04473, 1.58124, -3.29964], [-4.60311, 0.61116, -4.74793]], "lumo_energy_ev": -3.6, "orbital_gap_ha": 0.2774, "e_homo_ev": -11.18, "total_energy_ha": -3115.0081, "spin_multiplicity": 1, "charge": 1, "mol_weight_g_mol": 787.46}